[1]
Below is a 3-piece molecular cluster, C3H12NO2 overall, with properties calculated with ωB97M-V/def2-TZVPD.

Calculated values
* total charge: +2
* spin multiplicity: 2
* gap between HOMO and LUMO (alpha / beta): 7.468 / 3.933 eV
* <S²>: 0.755
* HOMO (alpha / beta): -17.25 / -17.25 eV
* E_LUMO (alpha / beta): -9.8 / -13.3 eV

Cartesian coordinates (Å):
C  -2.90979  -1.79532  0.65711
C  -1.59074  -1.33153  0.86764
C  -1.25774  -0.08017  1.42297
N  0.16334  0.25742  1.51749
H  -3.08219  -2.79029  1.11122
H  -2.95270  -2.18077  -0.39197
H  -3.73736  -1.11692  0.77405
H  -0.79331  -2.04248  0.66210
H  -1.90016  0.54311  2.05067
H  0.36773  1.01247  2.18110
H  0.47503  0.57795  0.50605
H  0.66141  -0.55404  1.90260
H  1.74423  0.26172  -1.29444
H  0.73966  1.33914  -1.49467
O  0.89276  0.56727  -0.92385
H  4.36407  1.64316  -2.54848
H  3.14393  2.02784  -3.44500
O  3.40384  1.65169  -2.59612

Cartesian forces (eV/Å) of the 6 atoms listed first:
C -0.5197 -0.1320 -0.7815
C -0.2131 -0.0965 0.3448
C 1.1004 0.0159 1.1740
N -1.3207 0.0687 0.6878
H 0.1216 -0.0305 0.2212
H 0.1364 -0.0155 -0.0713

From a Mulliken analysis of the wavefunction, the atomic charges in e read:
1. C -1.11
2. C 0.22
3. C -0.13
4. N -0.20
5. H 0.40
6. H 0.39
7. H 0.39
8. H 0.40
9. H 0.40
10. H 0.41
11. H 0.38
12. H 0.41
13. H 0.34
14. H 0.35
15. O -0.67
16. H 0.32
17. H 0.33
18. O -0.62

[2]
Below is a 7-piece molecular cluster, C25H38Cl2O12 overall, with properties calculated with ωB97M-V/def2-TZVPD.

Calculated values
* total charge: 0
* gap between HOMO and LUMO: 9.999 eV
* HOMO: -9.72 eV
* E_LUMO: 0.3 eV

Cartesian coordinates (Å):
O  1.19610  5.45646  -1.42941
C  0.12774  4.89778  -1.38847
O  -0.92644  5.47330  -0.81662
C  -2.07690  4.58756  -0.75524
C  -1.80143  3.63198  -1.92537
C  -0.27630  3.52701  -1.89149
H  -2.91185  5.28067  -0.85374
H  -2.11055  4.13114  0.23396
H  -2.15748  4.12221  -2.82982
H  -2.37061  2.71388  -1.77609
H  -0.06811  3.35543  -2.95223
H  0.25328  2.71619  -1.40213
O  -1.12832  -0.47613  -3.46730
C  -2.08130  -0.44532  -4.18833
O  -3.12233  -1.30009  -4.03097
C  -4.05469  -1.15070  -5.10791
C  -3.22934  -0.51875  -6.21807
C  -2.33802  0.41255  -5.39610
H  -4.86892  -0.49541  -4.79366
H  -4.42016  -2.10684  -5.47332
H  -3.76807  0.04044  -6.98013
H  -2.63428  -1.31120  -6.67446
H  -2.94331  1.24208  -5.00074
H  -1.42539  0.90305  -5.72299
O  -1.66821  -4.66697  0.50673
C  -1.17684  -4.11875  1.44371
O  -1.25881  -4.61709  2.68779
C  -0.57010  -3.81293  3.65109
C  0.32599  -2.88926  2.81626
C  -0.39167  -2.81521  1.46348
H  0.03636  -4.52819  4.20928
H  -1.26209  -3.36295  4.36456
H  1.27480  -3.41445  2.73045
H  0.46504  -1.89754  3.24270
H  0.27335  -2.78177  0.60687
H  -1.09201  -1.98041  1.41523
O  -0.67074  1.25688  1.01327
C  -0.85362  1.88004  2.01532
O  -0.53211  3.19891  2.11637
C  -0.66391  3.69739  3.45634
C  -1.18567  2.51648  4.29895
C  -1.42932  1.36851  3.31526
H  -1.46033  4.43528  3.47872
H  0.32843  3.96325  3.80357
H  -2.10941  2.75512  4.83375
H  -0.56262  2.28878  5.16681
H  -2.49793  1.20920  3.18545
H  -0.92628  0.44896  3.60190
O  0.77810  -6.99352  2.38685
C  1.40205  -6.49303  1.49512
O  2.23545  -5.46053  1.76265
C  2.83708  -4.95142  0.56886
C  1.99287  -5.54315  -0.58136
C  1.33986  -6.79412  0.01480
H  3.83418  -5.39042  0.48534
H  2.84578  -3.86934  0.48283
H  2.58194  -5.71316  -1.48027
H  1.24004  -4.78677  -0.81820
H  2.02354  -7.62781  -0.16934
H  0.36242  -6.99309  -0.40545
O  2.88219  0.72060  1.32155
C  3.15880  1.87685  1.22352
O  4.16677  2.44323  1.91588
C  4.13328  3.86272  1.81363
C  2.76697  4.22459  1.23143
C  2.42308  2.94655  0.44722
H  4.92671  4.15722  1.12236
H  4.28253  4.35385  2.77318
H  2.85133  5.01407  0.48778
H  2.04258  4.46287  2.00503
H  2.73250  2.93847  -0.59461
H  1.36073  2.72131  0.48679
C  1.01230  -0.34847  -1.18542
Cl  2.07267  0.71931  -2.10857
Cl  1.26781  -2.04710  -1.67761
H  1.18587  -0.19072  -0.12765
H  0.00497  -0.05956  -1.45953

Cartesian forces (eV/Å) of the 6 atoms listed first:
O -0.3452 -0.4604 -0.1284
C 0.9380 -0.1264 -0.1251
O -0.4981 0.4098 0.7623
C 0.5369 0.7962 -0.4784
C -0.9627 -0.1962 1.8158
C -0.5303 0.0012 -1.9564

From a Mulliken analysis of the wavefunction, the atomic charges in e read:
1. O -0.64
2. C 0.55
3. O -0.40
4. C -0.17
5. C -0.49
6. C 0.74
7. H 0.35
8. H -0.11
9. H 0.34
10. H 0.35
11. H 0.37
12. H -0.90
13. O -0.56
14. C 0.44
15. O -0.33
16. C -0.44
17. C -0.53
18. C -0.36
19. H 0.28
20. H 0.31
21. H 0.34
22. H 0.29
23. H 0.19
24. H 0.33
25. O -0.61
26. C 0.39
27. O -0.38
28. C -0.52
29. C -0.42
30. C 0.76
31. H 0.29
32. H 0.28
33. H 0.18
34. H 0.42
35. H -0.77
36. H 0.35
37. O -0.56
38. C 0.53
39. O -0.37
40. C -0.31
41. C -0.83
42. C 0.03
43. H 0.27
44. H 0.27
45. H 0.30
46. H 0.35
47. H 0.33
48. H -0.07
49. O -0.59
50. C 0.51
51. O -0.38
52. C -0.27
53. C -0.33
54. C -0.50
55. H 0.38
56. H 0.19
57. H 0.44
58. H -0.06
59. H 0.32
60. H 0.30
61. O -0.46
62. C 0.12
63. O -0.44
64. C -0.57
65. C -0.29
66. C 1.33
67. H 0.27
68. H 0.36
69. H 0.35
70. H -0.03
71. H 0.35
72. H -1.03
73. C 0.23
74. Cl -0.22
75. Cl -0.29
76. H 0.11
77. H 0.32

[3]
Below is one molecule with the formula C12H19N, with properties calculated with ωB97M-V/def2-TZVPD.

Calculated values
* total charge: 0
* gap between HOMO and LUMO: 9.826 eV
* HOMO: -8.94 eV
* E_LUMO: 0.9 eV

Cartesian coordinates (Å):
N  1.31055  1.55919  -0.02958
C  0.52878  0.50928  -0.03492
C  1.72630  3.96893  0.21446
C  0.85136  2.88079  -0.42751
C  0.32856  -1.26845  1.64037
C  -1.78488  -0.15687  0.75228
C  1.09753  -1.78202  -0.65043
C  -0.93394  -0.62360  -1.62342
C  -1.20433  -2.47882  0.06196
C  1.11095  -0.77992  0.48201
C  -0.92724  0.40226  -0.44264
C  -1.13298  -1.46484  1.22189
C  -0.38456  -1.95674  -1.14997
H  2.77273  3.79960  0.03604
H  1.42334  4.95917  -0.10509
H  1.56579  3.98740  1.32006
H  0.88187  2.92500  -1.53239
H  -0.20347  3.05440  -0.13736
H  0.77064  -2.19431  2.05033
H  0.36072  -0.53894  2.44968
H  -2.82921  -0.31253  0.40595
H  -1.89930  0.52643  1.61330
H  1.69902  -1.38323  -1.51133
H  1.54523  -2.73836  -0.38851
H  -1.96009  -0.75411  -2.01048
H  -0.32806  -0.28552  -2.46567
H  -0.79307  -3.44836  0.30862
H  -2.26492  -2.65114  -0.19296
H  2.14289  -0.57064  0.80045
H  -1.31854  1.37954  -0.77014
H  -1.73618  -1.85528  2.06100
H  -0.41553  -2.70831  -1.94599

Cartesian forces (eV/Å) of the 6 atoms listed first:
N -1.2983 -1.9840 0.1075
C 1.3102 2.5646 0.6169
C -0.9697 -0.3097 0.9856
C -0.4407 -0.0098 -0.1231
C -1.0625 -0.3274 1.1865
C 0.2088 0.1672 -0.3710

From a Mulliken analysis of the wavefunction, the atomic charges in e read:
1. N -0.59
2. C -0.18
3. C -1.29
4. C -0.32
5. C -1.30
6. C -1.31
7. C -1.32
8. C -1.42
9. C -1.36
10. C 0.54
11. C 0.43
12. C 0.32
13. C 0.32
14. H 0.35
15. H 0.40
16. H 0.27
17. H 0.34
18. H 0.24
19. H 0.47
20. H 0.45
21. H 0.47
22. H 0.38
23. H 0.39
24. H 0.49
25. H 0.45
26. H 0.44
27. H 0.48
28. H 0.45
29. H 0.27
30. H 0.63
31. H 0.22
32. H 0.27

| no. | largest force on an atom (eV/A) |
| --- | --- |
| 1 | 1.61 |
| 2 | 2.06 |
| 3 | 2.95 |